No. 1
8 unconnected molecules or ions with the total composition C48H120O32P8, computed with the ωB97M-V functional and the def2-TZVPD basis.

Results
ΔE to the lowest compared entry with this formula, charge and spin (kcal/mol): 194.2
2S+1: 1
Net charge: 0
LUMO energy (eV): 0.129
SMILES: CCOP(=O)(OCC)OCC.CCOP(=O)(OCC)OCC.CCOP(=O)(OCC)OCC.CCOP(=O)(OCC)OCC.CCOP(=O)(OCC)OCC.CCOP(=O)(OCC)OCC.CCOP(=O)(OCC)OCC.CCOP(=O)(OCC)OCC
Strongest force on any atom (eV Å⁻¹): 5.437
Kohn-Sham gap (eV): 10.3072

Each line ends with the Mulliken charge.
CARTESIAN COORDINATES (ANGSTROEM)
C 12.73 17.81 -9.95  -1.19
C 12.75 16.53 -8.97  0.32
O 12.91 15.33 -9.78  -0.14
P 11.59 14.35 -10.09  0.52
O 10.31 15.06 -9.75  -0.44
O 11.80 13.00 -9.21  -0.51
C 11.37 13.03 -7.92  0.48
C 12.62 12.54 -7.13  -1.35
O 11.73 14.04 -11.65  -0.43
C 11.68 15.08 -12.69  0.50
C 10.26 15.31 -13.03  -1.11
H 11.78 18.05 -10.43  0.23
H 13.08 18.68 -9.41  0.65
H 13.58 17.78 -10.62  0.15
H 13.68 16.69 -8.43  0.27
H 11.91 16.31 -8.31  -0.04
H 11.03 14.00 -7.56  0.02
H 10.54 12.33 -7.80  0.18
H 13.40 13.16 -6.68  0.29
H 12.26 11.84 -6.37  0.31
H 13.32 12.08 -7.82  0.43
H 12.18 16.02 -12.47  -0.19
H 12.02 14.68 -13.65  0.30
H 10.03 15.42 -14.09  0.37
H 9.65 14.53 -12.58  0.38
H 9.78 16.25 -12.74  0.09
C 11.04 20.00 -13.31  -1.02
C 9.98 20.90 -12.58  0.15
O 9.90 20.47 -11.21  0.36
P 8.40 20.52 -10.50  0.02
O 8.43 20.20 -9.01  -0.65
O 7.88 22.04 -10.72  0.24
C 7.67 22.78 -9.50  -0.73
C 6.67 23.91 -9.82  -0.37
O 7.51 19.52 -11.50  0.02
C 6.44 18.83 -11.02  0.44
C 6.86 17.62 -10.28  -1.24
H 12.04 20.11 -12.89  0.30
H 10.72 18.96 -13.35  -0.09
H 11.34 20.33 -14.31  0.50
H 10.48 21.87 -12.57  -0.42
H 8.99 20.92 -13.02  0.54
H 7.38 22.15 -8.66  0.45
H 8.65 23.24 -9.33  0.33
H 5.91 23.97 -9.04  0.35
H 7.23 24.84 -9.89  -0.44
H 6.12 23.60 -10.71  0.23
H 5.94 19.45 -10.28  0.06
H 5.72 18.66 -11.82  0.04
H 7.37 17.88 -9.35  0.08
H 6.02 16.94 -10.15  0.50
H 7.63 17.11 -10.85  0.20
C 12.42 23.04 -10.35  -1.07
C 11.52 24.28 -10.76  -0.01
O 11.42 24.39 -12.16  0.35
P 11.85 25.68 -12.99  0.03
O 13.28 26.07 -12.99  -0.79
O 11.28 25.54 -14.54  -0.22
C 11.64 24.37 -15.37  0.81
C 12.98 24.48 -15.99  -1.32
O 10.81 26.73 -12.36  -0.09
C 10.86 28.10 -12.80  -0.61
C 9.49 28.36 -13.53  -0.80
H 13.42 23.28 -10.71  0.39
H 12.64 22.74 -9.32  0.42
H 12.18 22.02 -10.65  0.03
H 10.47 24.19 -10.46  -0.06
H 12.05 25.10 -10.30  0.51
H 11.52 23.43 -14.84  -0.31
H 10.92 24.26 -16.18  0.08
H 13.20 25.53 -16.20  0.29
H 13.79 24.06 -15.40  0.29
H 12.87 23.96 -16.94  0.41
H 10.93 28.80 -11.97  0.46
H 11.68 28.48 -13.41  0.41
H 9.61 28.79 -14.52  0.33
H 9.05 27.40 -13.81  0.17
H 8.68 28.86 -13.00  0.27
C 10.04 17.53 -16.08  -1.00
C 9.20 18.75 -16.30  0.12
O 10.07 19.90 -16.47  -0.09
P 9.39 21.32 -17.14  0.20
O 10.39 22.30 -17.64  -0.79
O 8.36 20.82 -18.25  -0.15
C 8.82 20.27 -19.44  -0.30
C 7.81 19.36 -20.20  -1.30
O 8.45 21.93 -15.97  0.27
C 7.08 22.46 -16.31  0.04
C 7.24 23.98 -16.26  -1.25
H 9.33 16.70 -16.03  0.44
H 10.68 17.31 -16.93  0.29
H 10.67 17.48 -15.19  -0.04
H 8.56 18.63 -17.18  0.39
H 8.53 19.01 -15.49  0.04
H 9.24 20.96 -20.18  0.42
H 9.71 19.67 -19.24  0.26
H 7.41 18.56 -19.58  0.31
H 6.98 19.88 -20.69  0.33
H 8.31 18.89 -21.04  0.40
H 6.78 22.22 -17.33  0.24
H 6.35 22.20 -15.53  0.21
H 7.84 24.47 -17.02  0.33
H 6.28 24.48 -16.44  0.44
H 7.59 24.26 -15.27  0.23
C 13.33 15.41 -4.87  -0.79
C 12.62 16.72 -5.21  -0.48
O 11.25 16.62 -5.60  0.36
P 10.10 16.24 -4.52  0.30
O 10.54 16.06 -3.10  -0.76
O 9.59 14.83 -5.19  -0.09
C 8.78 13.98 -4.36  -0.48
C 9.04 12.54 -4.69  -1.10
O 8.86 17.22 -4.88  -0.32
C 8.85 18.13 -5.97  -0.04
C 9.52 19.52 -5.57  -0.88
H 14.35 15.35 -5.24  0.43
H 13.41 15.26 -3.80  0.38
H 12.87 14.63 -5.48  -0.26
H 12.82 17.44 -4.42  0.33
H 13.13 17.12 -6.09  0.43
H 8.67 14.25 -3.31  0.46
H 7.79 14.23 -4.73  0.27
H 10.05 12.20 -4.43  0.26
H 8.29 11.97 -4.15  0.42
H 8.81 12.28 -5.72  0.23
H 9.17 17.79 -6.96  0.10
H 7.81 18.27 -6.25  0.45
H 9.16 20.23 -6.32  0.22
H 9.24 19.77 -4.55  0.31
H 10.60 19.39 -5.63  0.20
C 0.93 21.56 -14.10  -0.97
C 1.62 20.68 -15.01  -0.22
O 1.87 19.53 -14.19  -0.42
P 3.15 19.36 -13.19  0.54
O 4.45 19.63 -13.80  -0.14
O 2.79 20.27 -11.83  -0.29
C 3.60 21.30 -11.47  0.64
C 3.49 21.77 -10.04  -1.06
O 2.79 17.79 -12.67  -0.40
C 2.48 16.80 -13.53  -0.42
C 3.67 16.35 -14.43  -0.93
H 0.39 20.94 -13.39  0.29
H 1.64 22.17 -13.55  0.18
H 0.32 22.22 -14.72  0.41
H 1.12 20.27 -15.89  0.36
H 2.46 21.15 -15.53  0.21
H 4.61 20.92 -11.60  -0.31
H 3.57 22.06 -12.26  0.30
H 4.51 21.85 -9.65  0.01
H 2.97 22.72 -10.00  0.28
H 3.04 21.12 -9.28  0.37
H 1.82 15.98 -13.26  0.43
H 1.75 17.31 -14.16  0.27
H 3.38 15.62 -15.17  0.40
H 3.95 17.11 -15.16  0.24
H 4.59 16.26 -13.84  0.24
C 17.08 15.12 -10.35  -1.13
C 17.29 14.96 -11.81  0.11
O 18.15 15.95 -12.38  -0.23
P 17.73 16.70 -13.77  0.69
O 17.87 15.83 -15.02  -0.76
O 16.28 17.40 -13.44  -0.18
C 15.07 17.07 -14.17  -0.01
C 14.22 18.32 -14.39  -1.09
O 18.79 17.92 -13.83  -0.22
C 19.89 18.04 -12.99  -0.04
C 20.31 19.53 -13.17  -1.10
H 16.90 16.15 -10.07  0.28
H 16.24 14.47 -10.09  0.30
H 17.96 14.75 -9.81  0.35
H 17.62 13.95 -12.07  0.27
H 16.32 15.05 -12.29  -0.01
H 15.16 16.62 -15.16  0.39
H 14.46 16.38 -13.59  -0.04
H 13.36 18.19 -15.05  0.32
H 14.07 18.88 -13.47  0.18
H 14.84 19.02 -14.95  0.49
H 19.49 17.88 -11.99  0.28
H 20.74 17.44 -13.31  0.26
H 19.93 19.98 -12.25  0.28
H 21.38 19.68 -13.28  0.32
H 19.86 19.90 -14.10  0.28
C 6.68 27.23 -10.94  -1.08
C 7.22 27.73 -9.61  0.15
O 6.15 28.41 -8.96  -0.36
P 5.70 27.97 -7.42  0.89
O 5.28 29.09 -6.56  -0.77
O 4.42 27.00 -7.80  -0.22
C 3.43 27.48 -8.66  -0.43
C 2.58 26.41 -9.37  -0.98
O 6.86 27.02 -6.77  -0.25
C 6.68 26.30 -5.62  -0.44
C 6.41 24.76 -5.80  -0.96
H 6.37 28.05 -11.60  0.37
H 7.42 26.66 -11.50  0.30
H 5.80 26.67 -10.65  0.21
H 7.52 26.87 -9.01  0.24
H 8.13 28.30 -9.77  0.18
H 2.80 27.99 -7.92  0.43
H 3.81 28.27 -9.31  0.39
H 1.99 26.93 -10.11  0.36
H 3.12 25.54 -9.75  0.08
H 1.90 26.07 -8.59  0.36
H 7.53 26.56 -4.99  0.45
H 5.77 26.56 -5.09  0.33
H 5.39 24.59 -6.13  0.26
H 7.11 24.16 -6.38  0.16
H 6.54 24.41 -4.78  0.43

---

No. 2
10 unconnected molecules or ions with the total composition C48H121N9O10, computed with the ωB97M-V functional and the def2-TZVPD basis.

Results
ΔE to the lowest compared entry with this formula, charge and spin (kcal/mol): 39.2
2S+1: 1
Net charge: 0
LUMO energy (eV): 0.423
SMILES: CC1(C)CCCC(C)(C)N1O.CC1(C)CCCC(C)(C)N1O.COC[C@H](C)N.COC[C@H](C)N.COC[C@H](C)N.COC[C@H](C)N.COC[C@H](C)N.COC[C@H](C)N.COC[C@H](C)N.CCO
Strongest force on any atom (eV Å⁻¹): 3.707
Kohn-Sham gap (eV): 7.9595

Each line ends with the Mulliken charge.
CARTESIAN COORDINATES (ANGSTROEM)
C 0.95 5.83 -6.95  -2.08
C 1.26 5.17 -5.63  1.69
C 1.66 3.71 -5.93  -1.38
C 2.50 5.94 -5.16  -1.29
C 2.89 5.58 -3.75  -0.53
C 1.70 5.81 -2.85  -1.56
C 0.31 5.19 -3.25  1.95
C 0.26 3.75 -2.73  -1.01
C -0.69 6.13 -2.44  -2.01
N 0.13 5.31 -4.68  0.23
O -1.02 4.81 -5.19  -0.22
H 1.81 5.88 -7.62  0.41
H 0.19 5.26 -7.48  0.42
H 0.53 6.83 -6.84  0.46
H 2.32 3.56 -6.79  0.48
H 2.18 3.28 -5.07  0.10
H 0.75 3.12 -6.07  0.19
H 3.34 5.63 -5.78  0.46
H 2.32 7.01 -5.21  0.35
H 3.24 4.55 -3.65  0.14
H 3.73 6.21 -3.48  0.41
H 1.70 6.88 -2.64  0.44
H 2.04 5.39 -1.90  0.43
H 0.24 3.70 -1.64  0.56
H 1.04 3.07 -3.07  0.09
H -0.66 3.23 -3.00  -0.30
H -0.36 6.42 -1.44  0.42
H -1.76 5.89 -2.39  0.14
H -0.65 7.12 -2.89  0.60
H -1.51 5.54 -5.57  0.30
C 0.01 -6.38 2.08  -1.99
C 0.07 -4.80 2.21  1.51
C 1.35 -4.36 1.39  -1.19
C -1.13 -4.10 1.52  -0.10
C -2.43 -4.18 2.35  -0.90
C -2.15 -3.66 3.79  -1.27
C -0.93 -4.28 4.56  1.37
C -0.60 -3.34 5.78  -1.70
C -1.32 -5.67 5.15  -1.88
N 0.19 -4.38 3.63  1.28
O 1.48 -4.69 4.20  -0.51
H 0.70 -7.01 2.63  0.32
H -1.00 -6.71 2.33  0.34
H 0.17 -6.66 1.04  0.47
H 2.25 -4.91 1.67  0.54
H 1.15 -4.57 0.34  0.14
H 1.62 -3.31 1.49  -0.10
H -1.07 -3.03 1.34  -1.02
H -1.45 -4.52 0.56  0.83
H -3.35 -3.80 1.90  0.24
H -2.75 -5.22 2.45  0.50
H -3.08 -3.80 4.34  0.46
H -2.05 -2.58 3.70  0.37
H -1.44 -3.25 6.46  0.49
H -0.32 -2.31 5.53  0.16
H 0.17 -3.78 6.41  0.39
H -1.75 -6.32 4.39  0.32
H -2.12 -5.58 5.88  0.45
H -0.49 -6.22 5.57  0.36
H 1.93 -3.84 4.20  0.32
C 4.54 0.73 -3.09  -0.66
O 4.90 0.13 -1.77  -0.37
C 4.98 1.21 -0.85  -0.66
C 5.43 0.54 0.45  0.42
C 4.28 -0.20 1.17  -0.91
N 5.96 1.52 1.37  -0.70
H 3.57 1.24 -3.10  0.02
H 4.46 0.09 -3.97  0.40
H 5.30 1.43 -3.43  0.40
H 5.63 2.04 -1.09  0.45
H 3.99 1.65 -0.69  0.20
H 6.28 -0.13 0.33  0.30
H 3.48 0.48 1.48  0.33
H 4.53 -0.80 2.05  0.08
H 3.85 -0.84 0.40  0.17
H 6.41 2.17 0.75  0.24
H 5.15 2.07 1.61  0.25
C -6.15 5.46 1.86  -0.84
O -5.60 5.53 0.57  -0.39
C -5.01 4.33 0.14  -0.79
C -4.32 4.71 -1.18  0.80
C -5.20 4.85 -2.39  -1.59
N -3.39 3.67 -1.50  0.02
H -6.69 6.40 1.97  0.32
H -5.39 5.68 2.61  0.32
H -6.75 4.60 2.16  0.30
H -4.39 3.84 0.88  0.55
H -5.81 3.64 -0.15  0.35
H -3.82 5.68 -1.05  0.18
H -4.48 5.28 -3.08  0.39
H -6.06 5.51 -2.28  0.39
H -5.62 3.92 -2.78  0.19
H -2.60 3.61 -0.87  0.09
H -3.11 3.81 -2.46  -0.26
C 2.21 -5.83 -4.74  -0.81
O 2.01 -4.54 -4.11  -0.32
C 0.89 -4.53 -3.22  -1.23
C 0.46 -3.09 -2.79  0.63
C 1.58 -2.24 -2.16  -0.49
N -0.71 -3.14 -1.97  -0.51
H 2.09 -6.63 -4.01  0.31
H 3.22 -5.99 -5.13  0.28
H 1.63 -6.13 -5.61  0.29
H 0.01 -5.05 -3.61  0.45
H 1.21 -5.14 -2.38  0.35
H 0.15 -2.72 -3.77  0.36
H 1.84 -2.57 -1.15  -0.11
H 1.34 -1.18 -2.13  -0.16
H 2.42 -2.49 -2.80  0.72
H -0.44 -2.91 -1.03  -0.17
H -1.30 -2.34 -2.17  0.22
C -5.94 -4.13 -0.81  -0.81
O -5.69 -3.04 0.02  -0.45
C -5.30 -1.89 -0.68  -0.99
C -4.91 -0.83 0.37  0.43
C -4.53 0.54 -0.18  -0.99
N -3.76 -1.28 1.15  -0.87
H -6.62 -4.86 -0.38  0.26
H -4.96 -4.59 -0.94  0.29
H -6.36 -3.84 -1.77  0.35
H -4.50 -2.17 -1.37  0.46
H -6.18 -1.59 -1.26  0.46
H -5.75 -0.66 1.03  0.37
H -5.25 0.96 -0.89  0.53
H -3.58 0.59 -0.71  -0.28
H -4.42 1.29 0.60  0.56
H -4.12 -2.16 1.49  0.17
H -3.62 -0.67 1.94  0.19
C 4.51 -2.79 4.47  -0.84
O 3.26 -2.70 5.09  -0.12
C 3.05 -1.91 6.27  -0.37
C 4.03 -2.09 7.46  0.45
C 4.14 -3.47 8.07  -1.58
N 3.57 -1.22 8.56  -0.70
H 5.18 -3.38 5.11  0.30
H 4.93 -1.78 4.40  0.22
H 4.48 -3.18 3.46  0.31
H 3.17 -0.85 6.01  0.13
H 2.06 -2.08 6.69  0.12
H 5.04 -1.73 7.28  0.33
H 3.19 -3.72 8.54  0.33
H 4.80 -3.60 8.93  0.42
H 4.29 -4.20 7.28  0.29
H 2.64 -1.53 8.80  0.28
H 4.22 -1.23 9.34  0.27
C 1.47 -0.11 3.30  -0.84
O 0.99 0.46 2.07  -0.58
C 0.21 -0.38 1.26  0.22
C -0.42 0.31 0.03  0.79
C -1.18 1.52 0.34  -0.54
N -1.41 -0.60 -0.54  2.13
H 2.14 0.59 3.80  0.32
H 1.97 -1.04 3.00  0.26
H 0.67 -0.29 4.02  0.58
H 0.78 -1.20 0.80  -0.13
H -0.51 -0.82 1.95  -0.09
H 0.36 0.67 -0.63  0.41
H -2.03 1.40 1.01  0.20
H -1.37 1.98 -0.63  -1.08
H -0.38 2.15 0.74  0.67
H -2.13 -0.75 0.16  -0.87
H -1.91 -0.31 -1.37  -0.94
C -6.09 -0.26 -4.92  -0.77
O -4.68 -0.01 -4.88  -0.44
C -4.22 0.65 -3.72  -0.11
C -2.59 0.89 -3.83  2.11
C -2.13 1.60 -5.14  -1.91
N -1.90 -0.32 -3.83  -0.32
H -6.17 -1.27 -5.33  0.31
H -6.72 0.34 -5.57  0.27
H -6.55 -0.23 -3.93  0.27
H -4.79 1.54 -3.46  0.25
H -4.36 -0.06 -2.91  -0.06
H -2.14 1.34 -2.94  -1.26
H -1.06 1.80 -5.28  0.47
H -2.63 2.55 -5.32  0.42
H -2.48 1.07 -6.03  0.42
H -2.20 -0.91 -4.59  0.31
H -0.94 -0.03 -3.95  0.11
C 5.26 1.34 5.48  -0.22
C 6.65 1.43 4.83  -0.48
O 6.70 0.40 3.92  -0.50
H 5.19 2.13 6.22  0.43
H 5.16 0.34 5.91  -0.23
H 4.53 1.59 4.71  0.06
H 7.50 1.37 5.51  0.25
H 6.88 2.32 4.23  0.33
H 6.47 0.75 3.05  0.41